ORCA calculation (wB97M-V/def2-TZVPD) on a cluster of 6 separate species, C5H25N2O6 in total in a non-equilibrium geometry.

Values from the calculation:
Energy: -766.30929 Ha
E_HOMO (spin up / spin down): -2.4 / -9.7 eV
2S+1: 2
Energy above the lowest of the compared OMol25 structures with the same formula, charge and spin: 0.0 kcal per mole
Charge: 0
Gap between HOMO and LUMO (spin up / spin down): 2.762 / 10.170 eV
Largest force on an atom: 0.0421 hartree/bohr
E_LUMO (spin up / spin down): 0.41 / 0.45 eV

```
38
C5H25N2O6, DFT wB97M-V/def2-TZVPD
H -0.808 -2.181 -3.605
H 0.897 -2.678 0.196
H -2.035 0.155 2.301
C 0.731 -0.026 2.079
H -0.406 1.740 1.843
O 1.780 -2.738 0.613
N -1.068 1.623 -0.912
H -1.537 -0.832 0.949
H -1.425 0.872 -1.486
H 0.196 -0.005 -0.596
H -4.561 1.439 0.129
H 0.705 -1.050 1.731
H 0.355 0.032 3.102
H 0.999 1.514 -0.314
C 2.164 0.494 1.897
O 2.380 -0.327 -1.469
H 0.409 -1.591 -2.941
N -1.633 0.120 1.371
C -0.297 0.813 1.276
H 0.040 3.351 -1.334
H 2.482 -0.658 -0.558
H -1.644 -3.311 -0.513
C -0.657 2.680 -1.849
O -3.669 1.709 0.372
H 3.327 -0.307 -1.715
H -0.219 2.321 -2.775
H -2.351 0.593 0.765
H 2.059 -3.658 0.701
H -3.252 2.318 -0.227
O -0.974 -2.634 -0.311
H 2.269 1.022 0.964
H 2.528 0.995 2.793
O -0.559 -1.705 -2.788
H -1.502 3.355 -1.961
O 3.143 -0.589 1.763
H -0.613 -2.417 -1.218
C 0.057 0.997 -0.199
H 2.687 -1.433 1.926
```

In the natural (NBO) picture, each atom carries the following charge in e: 0.46 0.50 0.40 -0.47 0.20 -1.03 -0.68 0.43 0.37 0.20 0.48 0.24 0.21 0.22 -0.08 -0.97 0.48 -0.87 -0.05 0.19 0.49 0.44 -0.43 -1.04 0.47 0.19 0.46 0.49 0.50 -1.23 0.18 0.19 -1.08 0.19 -0.75 0.48 -0.27 0.49